The following is a quantum chemistry calculation of a structure of composition C16H22HfN8SSe5 at a distorted geometry, from OMol25.

Results
- gap between HOMO and LUMO (spin up / spin down) (eV) = 6.022 / 6.042
- charge = +2
- energy relative to the best compared isomer or geometry (same formula, charge and spin) (kcal/mol) = 27.46

Each line ends with the Mulliken charge.
Cartesian coordinates (Å):
Hf -0.212 0.268 0.593  0.74
C -4.071 -1.306 2.378  -1.71
C -2.651 -1.001 2.065  1.09
N -2.278 -0.239 1.097  0.87
N -3.197 0.431 0.343  -1.49
C -2.866 0.650 -0.902  0.40
N -3.659 1.452 -1.634  -0.31
S -1.456 -0.024 -1.681  -0.57
C -1.549 -1.573 2.855  0.57
C -1.782 -2.345 3.981  -1.04
C -0.705 -2.855 4.689  -0.53
C 0.576 -2.587 4.242  -0.91
C 0.731 -1.804 3.109  0.04
N -0.295 -1.300 2.423  0.41
H -4.720 -0.874 1.622  0.39
H -4.230 -2.383 2.423  0.43
H -4.338 -0.883 3.349  0.40
H -4.546 1.736 -1.244  0.27
H -3.586 1.416 -2.637  0.24
H -2.792 -2.544 4.311  0.50
H -0.867 -3.450 5.578  0.45
H 1.447 -2.965 4.758  0.45
H 1.719 -1.554 2.746  0.43
Se -0.711 2.044 2.659  -0.21
Se 1.532 2.530 2.578  0.26
Se 2.294 0.193 0.816  -0.66
Se 1.910 4.363 1.512  -0.07
Se -1.393 3.504 -0.311  0.48
N -0.029 2.343 -0.518  0.14
C 0.675 2.758 -1.591  0.73
C 1.824 2.144 -2.141  -0.04
C 2.408 2.705 -3.241  -0.87
C 1.902 3.883 -3.850  -0.59
C 0.801 4.506 -3.356  -0.77
C 0.156 3.950 -2.222  0.62
N -0.942 4.447 -1.671  -0.71
H 2.248 1.277 -1.663  0.25
H 3.296 2.251 -3.665  0.41
H 2.411 4.287 -4.715  0.41
H 0.401 5.407 -3.801  0.49
N 3.581 -1.880 -1.582  0.04
C 2.405 -2.738 -1.939  -1.00
C 1.084 -1.978 -1.783  -0.13
N 0.442 -2.113 -0.449  -0.39
H 4.432 -2.429 -1.457  0.42
H 3.398 -1.335 -0.700  -0.11
H 3.759 -1.180 -2.302  0.36
H 2.425 -3.616 -1.296  0.38
H 2.539 -3.070 -2.967  0.43
H 0.382 -2.327 -2.537  0.47
H 1.260 -0.918 -1.986  -0.02
H 1.118 -2.450 0.228  0.31
H -0.279 -2.826 -0.511  0.23

---

The following is a quantum chemistry calculation of a structure of composition C16H22InN4O4PS, from OMol25.

Results
- gap between HOMO and LUMO (eV) = 6.785
- charge = +2
- energy relative to the best compared isomer or geometry (same formula, charge and spin) (kcal/mol) = 31.39

Each line ends with the Mulliken charge.
Cartesian coordinates (Å):
In -0.312 1.452 0.144  1.10
C 3.573 -0.021 -0.172  -0.97
C 3.197 1.410 -0.049  0.04
N 1.970 1.908 0.095  -0.39
C 2.087 3.282 0.170  0.16
C 3.406 3.615 0.073  0.34
N 4.069 2.426 -0.063  0.02
C 4.247 4.865 0.090  0.52
O 3.631 6.008 0.175  -0.48
O 5.437 4.712 0.019  -0.56
C 0.898 4.157 0.316  0.90
O 1.011 5.362 0.366  -0.79
O -0.242 3.515 0.368  -0.68
H 2.686 -0.637 -0.280  0.02
H 4.137 -0.344 0.704  0.33
H 4.212 -0.167 -1.043  0.40
H 5.081 2.410 -0.152  0.26
H 2.655 5.928 0.256  0.45
C -3.440 3.081 -1.236  -1.16
P -2.957 1.823 -0.029  0.57
C -3.783 0.280 -0.511  -1.15
C -3.681 2.325 1.555  -1.17
H -4.527 3.175 -1.200  0.43
H -3.137 2.790 -2.241  0.38
H -2.983 4.037 -0.985  0.39
H -4.858 0.464 -0.555  0.42
H -3.587 -0.504 0.218  0.36
H -3.438 -0.048 -1.491  0.37
H -4.760 2.414 1.418  0.43
H -3.275 3.288 1.862  0.38
H -3.479 1.585 2.328  0.38
N 0.524 -1.432 2.186  -0.37
C 0.224 -2.027 1.018  0.81
S -0.069 -1.090 -0.406  -0.31
N 0.110 -3.342 1.028  -0.12
C -0.203 -4.314 0.020  0.87
C -0.760 -5.501 0.488  -0.52
C -1.111 -6.498 -0.403  -0.66
C -0.894 -6.326 -1.762  -0.50
C -0.294 -5.165 -2.221  -0.82
C 0.063 -4.159 -1.336  -0.30
H 0.833 -0.482 2.215  0.14
H 0.692 -1.985 3.014  0.21
H 0.207 -3.773 1.940  0.25
H -0.928 -5.645 1.550  0.32
H -1.552 -7.414 -0.035  0.39
H -1.176 -7.102 -2.460  0.41
H -0.082 -5.041 -3.274  0.39
H 0.583 -3.294 -1.712  0.48

---

The following is a quantum chemistry calculation of a structure of composition C16H22IrN4S, from OMol25.

Results
- gap between HOMO and LUMO (eV) = 7.077
- charge = +3

Each line ends with the Mulliken charge.
Cartesian coordinates (Å):
Ir 0.130 0.130 -0.003  0.94
C 2.263 0.759 -2.048  -0.55
C 2.750 -0.406 -1.227  -0.73
N 2.204 -0.235 0.155  -0.43
C 2.953 0.813 0.945  -0.62
C 2.040 1.638 1.828  -0.76
S 0.571 2.191 0.907  -0.11
C 1.203 3.162 -0.506  -0.46
C 0.573 2.544 -1.737  -0.82
N 0.812 1.054 -1.708  -0.36
H 2.328 0.566 -3.118  0.51
H 2.843 1.655 -1.845  0.35
H 3.839 -0.469 -1.214  0.41
H 2.360 -1.343 -1.624  0.35
H 2.325 -1.121 0.643  0.46
H 3.465 1.459 0.235  0.31
H 3.726 0.327 1.541  0.50
H 2.559 2.506 2.240  0.51
H 1.623 1.073 2.664  0.41
H 2.291 3.148 -0.512  0.36
H 0.879 4.193 -0.369  0.55
H 0.980 2.956 -2.663  0.43
H -0.506 2.698 -1.743  0.33
H 0.237 0.653 -2.450  0.47
C -0.133 -4.247 0.148  -1.01
C -1.379 -4.408 0.740  -0.40
C -2.160 -3.290 1.004  -0.78
C -1.678 -2.033 0.692  0.71
N -0.426 -1.879 0.185  -0.13
C 0.309 -2.970 -0.108  0.27
C -2.496 -0.803 0.759  0.91
C -3.813 -0.787 1.176  -0.67
C -4.552 0.385 1.077  -0.51
C -3.957 1.521 0.549  -0.96
C -2.631 1.454 0.181  0.25
N -1.904 0.330 0.297  -0.03
H 0.488 -5.095 -0.107  0.45
H -1.752 -5.396 0.975  0.49
H -3.147 -3.416 1.423  0.37
H 1.278 -2.806 -0.559  0.34
H -4.281 -1.680 1.562  0.37
H -5.585 0.403 1.398  0.49
H -4.504 2.446 0.431  0.44
H -2.124 2.323 -0.215  0.34

---

The following is a quantum chemistry calculation of a structure of composition C16H22LiN6O6P2S3 at a distorted geometry, from OMol25.

Results
- gap between HOMO and LUMO (eV) = 6.204
- charge = -1
- energy relative to the best compared isomer or geometry (same formula, charge and spin) (kcal/mol) = 6.79

Each line ends with the Mulliken charge.
Cartesian coordinates (Å):
Li 0.926 -0.483 -0.188  1.27
C -3.338 -3.410 0.725  -0.57
S -1.930 -3.806 1.804  -0.19
C -0.486 -3.428 0.818  0.28
S 0.984 -3.789 1.520  -0.41
N -0.731 -3.008 -0.399  -1.02
N 0.135 -2.278 -1.072  0.50
C 0.070 -2.313 -2.358  -1.07
C 0.935 -1.467 -3.148  1.14
C 0.868 -1.493 -4.551  -1.00
C 1.731 -0.709 -5.287  -0.19
C 2.641 0.100 -4.617  -0.97
C 2.627 0.070 -3.231  0.19
N 1.817 -0.683 -2.507  0.09
H -4.017 -4.261 0.732  0.40
H -3.852 -2.518 1.079  0.09
H -2.937 -3.243 -0.272  0.18
H -0.615 -2.989 -2.871  0.27
H 0.127 -2.119 -5.032  0.37
H 1.705 -0.730 -6.369  0.41
H 3.339 0.730 -5.150  0.37
H 3.318 0.694 -2.669  0.20
N 3.604 1.480 0.108  -0.21
C 2.755 1.682 1.349  0.62
C 3.356 2.633 2.354  -1.80
P 1.154 2.312 0.591  0.41
O 0.117 2.226 1.809  -0.60
O 1.363 3.723 0.191  -0.83
O 0.871 1.299 -0.484  -0.52
P 2.386 -0.039 1.918  0.68
O 3.685 -0.316 2.871  -0.57
O 1.134 -0.160 2.702  -0.72
O 2.572 -0.810 0.631  -0.89
H 3.266 2.090 -0.640  0.39
H 3.356 0.444 -0.118  0.39
H 4.600 1.595 0.265  0.32
H 3.353 3.649 1.955  0.45
H 4.367 2.337 2.644  0.41
H 2.735 2.623 3.250  0.34
H 0.176 1.322 2.196  0.40
H 3.458 -1.072 3.437  0.37
N -5.076 2.308 2.382  -0.35
C -5.021 1.663 1.202  0.00
S -6.303 1.675 0.162  -0.38
C -3.759 0.944 0.935  0.88
C -3.005 0.392 1.969  -1.07
C -1.790 -0.203 1.666  -0.94
N -1.299 -0.261 0.435  1.09
C -2.032 0.238 -0.555  -0.61
C -3.266 0.832 -0.362  -0.94
H -5.871 2.896 2.562  0.22
H -4.232 2.455 2.911  0.21
H -3.364 0.404 2.990  0.51
H -1.177 -0.635 2.447  0.64
H -1.597 0.170 -1.546  0.40
H -3.836 1.236 -1.186  0.38

---

The following is a quantum chemistry calculation of a structure of composition C16H22NPb at a distorted geometry, from OMol25.

Results
- gap between HOMO and LUMO (eV) = 3.671
- charge = +1
- energy relative to the best compared isomer or geometry (same formula, charge and spin) (kcal/mol) = 0.00

Each line ends with the Mulliken charge.
Cartesian coordinates (Å):
C -0.449 0.781 -3.368  1.30
C 0.132 2.136 -3.325  -1.20
C 0.364 -0.304 -3.936  -1.20
C -1.915 0.633 -3.380  -1.17
H 0.363 -0.261 -5.042  0.40
H -0.013 -1.300 -3.664  0.33
H 1.417 -0.245 -3.625  0.31
H 0.130 2.591 -4.335  0.39
H 1.178 2.130 -2.986  0.31
H -0.436 2.820 -2.678  0.37
H -2.314 0.781 -4.403  0.40
H -2.417 1.373 -2.739  0.37
H -2.237 -0.367 -3.063  0.28
C 2.328 0.023 1.948  -0.39
C 2.290 -0.739 0.743  -0.78
C 2.254 0.165 -0.355  -0.07
H 2.336 -1.827 0.671  0.51
C 2.269 1.494 0.167  -0.73
C 2.296 1.402 1.596  -0.84
H 2.326 2.244 2.285  0.39
H 2.459 -0.365 2.958  0.49
H 2.353 -0.101 -1.409  0.40
H 2.369 2.405 -0.418  0.46
C -2.416 -1.232 1.371  -0.88
C -1.268 -1.974 1.762  -0.39
C -0.539 -2.311 0.586  -0.82
H -1.046 -2.312 2.775  0.48
C -1.238 -1.786 -0.538  -0.06
C -2.408 -1.124 -0.056  -0.67
H -3.213 -0.712 -0.670  0.41
H -3.201 -0.854 2.029  0.39
H 0.366 -2.918 0.542  0.52
H -1.005 -1.975 -1.589  0.45
Pb -0.414 0.820 0.576  1.19
C -0.068 0.059 5.738  -1.02
C -0.227 0.323 4.319  0.37
N -0.365 0.573 3.188  -0.24
H -0.910 0.483 6.320  0.33
H 0.876 0.503 6.099  0.29
H -0.008 -1.030 5.907  0.29

---

The following is a quantum chemistry calculation of a structure of composition C16H23AuBrIN2O2P2 at a distorted geometry, from OMol25.

Results
- gap between HOMO and LUMO (eV) = 4.804
- charge = +2
- energy relative to the best compared isomer or geometry (same formula, charge and spin) (kcal/mol) = 84.57

Each line ends with the Mulliken charge.
Cartesian coordinates (Å):
Au -0.194 -1.185 -0.720  0.62
C 2.811 -2.277 -1.974  -1.17
P 2.108 -1.295 -0.655  0.91
C 2.916 0.289 -0.631  -1.11
C 2.483 -2.145 0.901  -1.00
C 1.626 -1.544 1.999  -0.88
P -0.139 -1.731 1.594  0.69
C -0.585 -3.428 1.996  -1.32
C -1.030 -0.621 2.669  -1.06
H 3.884 -2.339 -1.778  0.42
H 2.648 -1.797 -2.940  0.42
H 2.379 -3.277 -2.002  0.41
H 3.971 0.121 -0.403  0.52
H 2.456 0.940 0.108  0.15
H 2.809 0.768 -1.604  0.41
H 3.551 -2.046 1.108  0.53
H 2.274 -3.211 0.771  0.37
H 1.817 -0.473 2.117  0.30
H 1.799 -2.022 2.965  0.60
H -0.202 -3.660 2.992  0.47
H -0.162 -4.124 1.274  0.38
H -1.670 -3.534 2.007  0.42
H -0.878 -1.003 3.682  0.48
H -2.095 -0.596 2.436  0.39
H -0.627 0.388 2.569  0.21
Br 0.890 2.718 1.924  -0.18
C 0.539 3.728 0.334  0.32
C 1.024 5.022 0.306  -0.58
C 0.731 5.827 -0.786  -0.54
C -0.057 5.345 -1.819  -0.73
C -0.548 4.050 -1.774  -0.38
C -0.228 3.211 -0.709  0.50
C -0.742 1.816 -0.730  0.47
O -1.915 1.546 -0.571  -0.65
O 0.208 0.916 -0.962  -0.62
H 1.609 5.404 1.131  0.43
H 1.104 6.842 -0.811  0.41
H -0.299 5.982 -2.659  0.41
H -1.181 3.678 -2.570  0.46
I -6.290 -0.555 -1.436  0.26
C -4.432 -1.354 -1.138  -0.76
C -4.128 -2.601 -0.635  -0.03
N -2.794 -2.712 -0.585  0.02
N -2.194 -1.585 -1.074  -0.08
C -3.209 -0.753 -1.400  -0.31
H -4.772 -3.409 -0.324  0.49
H -2.254 -3.536 -0.383  0.24
H -3.013 0.220 -1.810  0.68

---

The following is a quantum chemistry calculation of a structure of composition C16H23B3Br12ClIN2O6P at a distorted geometry, from OMol25.

Results
- gap between HOMO and LUMO (eV) = 5.736
- charge = -1
- energy relative to the best compared isomer or geometry (same formula, charge and spin) (kcal/mol) = 0.00

Each line ends with the Mulliken charge.
Cartesian coordinates (Å):
C 5.330 -2.937 2.457  -0.94
B 4.051 -2.055 2.153  0.06
O 2.999 -2.075 3.071  -0.53
B 3.898 -1.133 0.712  1.03
I 5.613 0.400 0.949  -0.37
O 4.000 -2.017 -0.507  -0.70
C 2.724 -2.072 -1.045  -0.22
P 1.618 -3.292 -0.153  0.24
O 0.672 -3.663 -1.467  -0.52
Cl 2.936 -4.914 -0.059  -0.35
C 2.220 -0.614 -0.837  1.22
C 0.678 -0.449 -0.992  -1.89
C 0.041 -0.109 0.359  0.26
C -1.411 0.249 0.186  -0.29
O -1.787 0.970 -0.712  -0.61
N -2.337 -0.255 1.135  0.28
C -3.205 -1.261 0.647  0.24
C -3.874 -1.176 -0.559  -1.29
C -4.720 -2.213 -0.941  -0.34
C -4.910 -3.324 -0.156  -0.64
C -4.217 -3.422 1.049  -0.67
C -3.384 -2.402 1.436  -0.13
B 2.935 0.254 -1.987  0.32
N 2.860 -0.171 -3.406  -0.74
O 3.638 1.399 -1.706  -0.60
O 2.635 -0.420 0.498  -0.84
H 5.534 -3.093 3.521  0.25
H 6.223 -2.579 1.949  0.23
H 5.109 -3.922 2.029  0.24
H 3.327 -2.116 3.977  0.23
H 2.709 -2.418 -2.084  0.61
H 0.065 -4.356 -1.178  0.36
H 0.437 0.352 -1.693  0.60
H 0.201 -1.356 -1.361  0.32
H 0.541 0.760 0.791  0.24
H 0.179 -0.932 1.058  0.33
H -1.878 -0.541 1.991  0.16
H -3.712 -0.316 -1.193  0.86
H -5.252 -2.137 -1.878  0.58
H -5.582 -4.113 -0.462  0.41
H -4.334 -4.286 1.687  0.42
H -2.845 -2.491 2.372  0.38
H 1.920 -0.448 -3.666  0.30
H 3.490 -0.943 -3.592  0.28
H 3.106 2.140 -1.401  0.11
C -8.044 1.120 -1.188  -0.37
Br -6.268 0.374 -1.133  0.21
Br -9.019 0.529 -2.742  -0.05
Br -9.006 0.738 0.436  -0.03
H -7.957 2.195 -1.259  0.34
C 1.093 4.957 -1.764  -0.36
Br -0.155 3.596 -1.241  0.04
Br 2.757 4.768 -0.808  -0.07
Br 1.367 4.982 -3.669  -0.01
H 0.672 5.913 -1.490  0.37
C 5.332 7.492 -2.003  0.15
Br 4.766 7.940 -3.785  -0.01
Br 7.228 7.185 -1.916  0.00
Br 4.771 8.821 -0.728  -0.02
H 4.844 6.565 -1.736  -0.13
C -4.125 0.589 4.791  -0.35
Br -2.295 -0.004 4.909  -0.03
Br -4.998 -0.126 3.239  0.05
Br -5.097 0.197 6.408  -0.06
H -4.105 1.664 4.686  0.40

---

The following is a quantum chemistry calculation of a cluster of 2 separate species, C16H23BBrN3O7 in total at a distorted geometry, from OMol25.

Results
- gap between HOMO and LUMO (eV) = 3.523
- energy relative to the best compared isomer or geometry (same formula, charge and spin) (kcal/mol) = 161.36

Each line ends with the Mulliken charge.
Cartesian coordinates (Å):
C -0.336 5.050 -1.652  -0.93
C -0.268 3.507 -2.137  -0.18
B 1.080 2.718 -1.663  0.57
O 2.344 2.933 -2.356  -0.55
C 0.968 1.646 -0.400  -0.26
C 0.152 0.327 -0.501  -0.34
C -0.607 -0.057 -1.864  0.80
C 0.336 -0.923 -2.822  0.04
N 0.358 -0.857 -4.136  -0.68
C 0.124 -0.578 0.790  0.41
C -0.768 -1.924 0.696  0.32
O -1.574 -2.119 1.627  -0.48
O -0.519 -2.781 -0.405  -0.22
C -1.628 -3.681 -0.677  -0.45
C -2.783 -3.026 -1.613  -0.36
C -3.808 -2.098 -0.797  0.50
O -4.269 -2.398 0.340  -0.50
O -4.218 -0.882 -1.466  -0.49
C 0.919 -0.184 2.101  0.12
N 0.881 -1.030 3.294  0.28
C 1.684 -0.480 4.430  -0.94
C 1.404 -2.395 3.052  0.39
C 2.454 -2.825 1.924  -0.74
O 0.950 -3.317 3.795  -0.55
C 1.689 1.181 2.011  -0.27
N 1.664 2.016 0.814  0.12
Br 2.607 3.655 0.863  0.13
H -1.053 5.595 -2.375  0.33
H 0.688 5.580 -1.733  0.21
H -0.798 5.175 -0.602  0.23
H -1.231 2.972 -1.780  0.17
H -0.295 3.476 -3.297  0.30
H 2.999 2.465 -1.775  0.29
H -1.566 -0.612 -1.536  -1.07
H -0.979 0.862 -2.450  0.35
H 1.063 -1.676 -2.330  0.35
H 1.086 -1.531 -4.458  0.30
H -2.086 -4.178 0.241  0.32
H -1.188 -4.541 -1.316  0.36
H -3.360 -3.857 -2.173  0.41
H -2.272 -2.408 -2.448  0.20
H -3.938 -0.118 -0.903  0.34
H 2.752 -0.174 4.090  0.37
H 1.214 0.438 4.937  0.33
H 1.838 -1.329 5.191  0.31
H 1.835 -3.167 1.007  0.14
H 3.058 -3.709 2.355  0.34
H 3.107 -1.923 1.670  0.27
H 2.281 1.600 2.890  0.27
O -0.842 4.913 1.338  -0.98
H -1.147 4.670 2.208  0.11

---

In eV, the DFT total energy values for the records above are, in order, -367732.6970, -56385.5579, -36557.9537, -89472.8766, -23675.5778, -124438.1508, -904688.5501, -106476.1074.